(1)
# C44H115N9O13

9 unconnected molecules or ions with the total composition C44H115N9O13 at a distorted geometry (the ωB97M-V functional and the def2-TZVPD basis, OMol25).

Results
- energy relative to the best compared isomer or geometry (same formula, charge and spin) (eV) = 3.848
- HOMO (eV) = -7.97
- structure (SMILES) = COC[C@H](C)N.COC[C@H](C)N.COC[C@H](C)N.COC[C@H](C)N.COC[C@H](C)N.COCCNCCOC.COCCNCCOC.COCCNCCOC.COCCNCCOC

Cartesian coordinates (Å):
C 4.7319 0.5805 -0.6091
C 5.7079 1.7733 -0.4815
C 6.8882 1.6699 -1.4320
O 7.5375 0.3958 -1.4273
C 8.7037 0.3906 -2.2080
N 4.9113 2.9391 -0.7183
H 5.2865 -0.3347 -0.4019
H 4.2069 0.5900 -1.5643
H 3.9374 0.5993 0.1368
H 6.0226 1.8743 0.5571
H 7.5763 2.4520 -1.1112
H 6.5358 1.9009 -2.4372
H 9.3189 1.2886 -2.2652
H 8.3815 0.1631 -3.2241
H 9.3860 -0.4479 -2.0687
H 4.0091 2.8102 -0.2830
H 4.7323 3.0966 -1.6997
C 2.4192 -0.8005 -8.1348
C 2.3533 -2.2998 -7.7999
C 0.9336 -2.7629 -7.4627
O 0.5862 -2.2279 -6.1646
C -0.7110 -2.3562 -5.6851
N 2.7649 -3.0072 -8.9780
H 1.8570 -0.1468 -7.4680
H 1.9474 -0.6255 -9.1017
H 3.4630 -0.4867 -8.1444
H 3.0701 -2.5303 -7.0118
H 0.7789 -3.8394 -7.5344
H 0.2793 -2.2516 -8.1688
H -0.7646 -1.7692 -4.7682
H -0.9037 -3.4118 -5.4939
H -1.4544 -1.9372 -6.3634
H 3.2216 -3.7869 -8.5269
H 3.5417 -2.4696 -9.3355
C 3.8792 -0.7571 2.9884
C 3.7046 -2.3006 2.6163
C 5.0559 -2.9935 2.3438
O 5.5241 -2.6565 1.0386
C 4.8496 -3.2338 -0.0660
N 3.0471 -2.9806 3.7342
H 2.8876 -0.3224 3.1142
H 4.3606 -0.2870 2.1309
H 4.4196 -0.6627 3.9304
H 3.0106 -2.3089 1.7759
H 5.1151 -4.0745 2.4705
H 5.7550 -2.6012 3.0823
H 5.3370 -2.8661 -0.9690
H 3.7941 -2.9876 -0.1812
H 4.8957 -4.3217 -0.0170
H 2.0601 -2.7673 3.7536
H 3.0526 -3.9762 3.5640
C -0.0101 -3.0742 5.6475
C -0.4430 -2.0906 4.5377
C 0.0170 -0.6394 4.6643
O -0.4533 -0.0506 5.8980
C 0.1502 1.1741 6.1304
N 0.0489 -2.6175 3.2823
H -0.1823 -4.1353 5.4668
H -0.5246 -2.8910 6.5908
H 1.0509 -2.9457 5.8613
H -1.5083 -2.1876 4.3283
H -0.2165 -0.0428 3.7825
H 1.1052 -0.6037 4.7151
H -0.2920 1.5972 7.0323
H -0.1029 1.8833 5.3423
H 1.2268 1.0594 6.2560
H -0.4363 -2.2365 2.4826
H -0.2729 -3.5722 3.3541
C 0.4571 0.2772 1.0758
C -0.2852 -0.5432 -0.0308
C 0.6688 -1.3893 -0.8663
O -0.0600 -1.9995 -1.9219
C 0.8697 -2.6948 -2.7739
N -1.2265 -1.3445 0.7093
H -0.2102 0.9493 1.6153
H 1.2495 0.9279 0.7060
H 0.9244 -0.4013 1.7895
H -0.7126 0.2041 -0.6994
H 1.0510 -2.2099 -0.2592
H 1.5387 -0.7796 -1.1104
H 1.7120 -3.1674 -2.2686
H 1.3910 -2.0101 -3.4429
H 0.4826 -3.3476 -3.5562
H -1.6737 -2.0400 0.1293
H -1.9748 -0.7045 0.9341
C -6.0743 -2.9412 -4.3329
O -5.0103 -3.6053 -3.6188
C -3.7992 -2.8829 -3.5444
C -2.8951 -3.5621 -2.4658
N -3.4328 -3.5496 -1.1304
C -2.6347 -4.4818 -0.3587
C -3.0952 -4.4319 1.1223
O -2.7152 -5.6127 1.8304
C -3.2045 -5.5387 3.1913
H -6.9745 -3.5559 -4.3278
H -5.9217 -2.7498 -5.3950
H -6.3695 -2.0320 -3.8091
H -3.9296 -1.8202 -3.3397
H -3.2823 -3.0911 -4.4812
H -1.8900 -3.1446 -2.4051
H -2.9335 -4.6135 -2.7506
H -4.4181 -3.7320 -1.0040
H -1.5631 -4.2934 -0.4252
H -2.8667 -5.4509 -0.8005
H -4.1696 -4.2535 1.1661
H -2.6504 -3.5983 1.6656
H -4.2941 -5.5186 3.1699
H -2.9160 -4.6208 3.7036
H -2.7175 -6.3727 3.6966
C 5.6831 6.6239 3.4366
O 5.0867 6.7358 2.1674
C 3.7378 7.1935 2.3587
C 3.0104 7.2212 1.0318
N 2.7853 5.8913 0.4947
C 1.6027 5.2340 1.0168
C 1.4461 3.7990 0.4178
O 2.5150 2.8880 0.6946
C 2.9032 2.8293 2.0682
H 6.6866 6.2160 3.3151
H 5.1754 5.9386 4.1154
H 5.7359 7.5963 3.9262
H 3.6283 8.1504 2.8690
H 3.3032 6.4420 3.0178
H 3.6155 7.7982 0.3324
H 2.0372 7.7084 0.9715
H 2.8683 5.9394 -0.5107
H 0.7350 5.8100 0.6951
H 1.5213 5.2155 2.1036
H 1.3924 3.8317 -0.6704
H 0.4927 3.3443 0.6871
H 2.0703 3.0819 2.7244
H 3.6063 3.6330 2.2869
H 3.2460 1.8449 2.3871
C -4.2748 6.6451 -1.9489
O -3.0308 6.0095 -1.8763
C -3.0057 4.9529 -0.8553
C -1.5450 4.5168 -0.7153
N -1.0132 3.8871 -1.9289
C -1.6975 2.6334 -2.1762
C -0.9974 2.0650 -3.3983
O 0.3625 1.7355 -3.0922
C 0.9595 0.9555 -4.1156
H -4.3839 7.2510 -2.8484
H -4.3674 7.3589 -1.1303
H -5.0936 5.9293 -1.8769
H -3.6668 4.1361 -1.1446
H -3.3659 5.4965 0.0181
H -1.4719 3.8553 0.1480
H -0.8894 5.3487 -0.4579
H -1.3436 4.4242 -2.7179
H -2.7477 2.7682 -2.4351
H -1.6439 1.9337 -1.3421
H -1.0651 2.7177 -4.2687
H -1.5267 1.1881 -3.7710
H 1.1501 1.5042 -5.0380
H 0.3593 0.1046 -4.4379
H 1.9004 0.5705 -3.7225
C -9.9193 -2.2732 3.1633
O -8.7483 -2.0578 3.9373
C -7.5022 -2.2764 3.2344
C -6.2537 -2.5261 4.1147
N -5.6961 -1.2346 4.4942
C -5.3234 -0.2975 3.4310
C -4.2422 -0.7272 2.4677
O -3.8775 0.2580 1.5549
C -3.5193 1.5627 2.0378
H -10.8382 -2.3581 3.7434
H -9.9207 -3.1499 2.5155
H -9.9670 -1.4434 2.4581
H -7.4727 -1.5842 2.3930
H -7.5943 -3.2973 2.8638
H -5.5144 -3.0769 3.5332
H -6.3849 -3.0836 5.0421
H -6.2229 -0.8083 5.2430
H -4.9386 0.5761 3.9570
H -6.1460 0.1210 2.8511
H -4.4517 -1.6067 1.8589
H -3.3957 -1.0949 3.0477
H -2.7247 1.3793 2.7610
H -4.3034 2.0661 2.6035
H -3.1341 2.1430 1.1993

***

(2)
# C2H9NOS

2 unconnected molecules or ions with the total composition C2H9NOS at a distorted geometry (the ωB97M-V functional and the def2-TZVPD basis, OMol25).

Results
- energy relative to the best compared isomer or geometry (same formula, charge and spin) (eV) = 1.170
- HOMO (spin up / spin down) (eV) = 1.10 / -5.43
- ⟨S²⟩ = 0.751
- 2S+1 = 2
- charge = -1

Cartesian coordinates (Å):
C -0.1039 0.0660 0.0362
C 1.4087 0.7444 0.1314
S 2.8346 -0.4750 0.1634
N -1.0245 1.1812 -0.2317
H -0.1857 -0.5418 -0.8539
H -0.4109 -0.4839 0.9301
H 1.7515 1.3798 -0.7397
H 1.2820 1.1159 1.1664
H 3.7687 0.4799 0.0454
H -1.9009 0.8124 -0.6603
H -1.3269 1.8254 0.5941
H -1.7952 -2.7261 -0.0705
H -1.9328 -1.3064 -0.0932
O -2.3644 -2.0718 -0.4178

***

(3)
# C10H13N

A molecular structure, C10H13N at a distorted geometry (the ωB97M-V functional and the def2-TZVPD basis, OMol25).

Results
- energy relative to the best compared isomer or geometry (same formula, charge and spin) (eV) = 8.498
- HOMO (eV) = -8.70

Cartesian coordinates (Å):
C -0.4303 -1.8597 -0.4177
C 0.9561 -1.8819 0.0626
C 1.1698 -0.7798 0.9726
C 0.5784 0.6174 0.4134
C 1.0075 1.7941 1.0984
C 0.4266 3.0243 0.6119
C -0.4253 3.0940 -0.4645
C -0.8074 1.6990 -0.9895
C -0.3245 0.6141 -0.5583
C -0.8530 -0.7243 -1.2393
H -2.3167 -2.5540 0.3361
H -1.8049 -1.2130 1.2763
H -0.8858 -3.1169 -0.9556
H 1.5459 -1.8893 -0.6948
H 1.1153 -2.9659 0.4844
H 2.6228 -0.4844 1.0373
H 1.1287 -0.7023 1.9087
H 1.8818 1.5232 1.7117
H 1.1040 3.9030 0.8271
H -0.9674 3.7556 -0.9816
H -1.5632 1.5563 -1.8674
H -0.1232 -0.7333 -2.1251
H -1.7068 -0.6324 -1.2764
N -1.3284 -2.0438 0.8296

***

(4)
# C10H18N3O7P2Ru

A molecular structure, C10H18N3O7P2Ru at a distorted geometry (the ωB97M-V functional and the def2-TZVPD basis, OMol25).

Results
- energy relative to the best compared isomer or geometry (same formula, charge and spin) (eV) = 1.282
- HOMO (spin up / spin down) (eV) = -20.31 / -20.32
- charge = +3

Cartesian coordinates (Å):
Ru -0.8940 -0.2710 0.0633
N -0.3003 3.9734 -2.2354
C -0.8374 2.9151 -1.3112
C -2.2754 3.2010 -0.8603
P -0.6838 1.2922 -2.2102
O 0.5674 0.4948 -1.5680
O -0.5867 1.5958 -3.6282
O -1.7939 0.4036 -1.4910
P 0.3114 2.6691 0.1079
O -0.0622 3.7845 1.1310
O 1.6705 2.7011 -0.4410
O -0.2559 1.2779 0.7615
H -0.3330 3.5906 -3.1987
H 0.6884 4.1797 -2.0355
H -0.8446 4.8403 -2.2045
H -2.9535 3.2877 -1.7120
H -2.3246 4.1373 -0.3038
H -2.6501 2.4035 -0.2251
H 1.4715 0.7087 -1.8662
H 0.6660 4.2286 1.5992
C -4.6992 -1.6349 1.4885
C -3.2308 -1.4870 1.5955
O -2.6464 -0.7520 0.7001
N -2.5602 -2.0295 2.5758
C -1.1571 -1.7347 2.8393
C -0.2108 -2.4634 1.9062
C 0.4029 -3.6437 2.2418
C 1.3493 -4.2060 1.3836
C 1.6789 -3.5594 0.1992
C 1.0317 -2.3875 -0.1093
N 0.1009 -1.8496 0.7260
H -5.0091 -1.6320 0.4453
H -5.1530 -0.7576 1.9622
H -5.0624 -2.5293 1.9914
H -3.0683 -2.5917 3.2493
H -0.9293 -2.0047 3.8671
H -1.0008 -0.6578 2.7424
H 0.1689 -4.1220 3.1844
H 1.8327 -5.1395 1.6458
H 2.4263 -3.9574 -0.4733
H 1.2365 -1.8570 -1.0281

***

(5)
# C9H14AgN6O2

A molecular structure, C9H14AgN6O2 (the ωB97M-V functional and the def2-TZVPD basis, OMol25).

Results
- HOMO (eV) = -12.11
- charge = +1

Cartesian coordinates (Å):
Ag -1.6686 0.4561 -1.4322
C -1.9764 -0.3140 4.5621
N -2.0204 0.0315 3.1563
C -2.4244 1.3307 2.6547
C -2.2484 1.1295 1.1553
O -2.4274 1.9560 0.2756
N -1.8549 -0.1541 0.9213
C -1.7384 -0.7552 2.1075
N -1.3428 -2.0254 2.2290
H -1.7125 0.5733 5.1342
H -1.2049 -1.0604 4.7499
H -2.9360 -0.6897 4.9220
H -1.7973 2.1401 3.0314
H -3.4670 1.5556 2.8899
H -1.2697 -2.5614 1.3809
H -1.4760 -2.5237 3.0907
C 1.6710 -0.1119 -5.0587
N 1.8270 -0.0061 -3.6110
C 3.0367 -0.0291 -3.0091
C 3.1675 0.0512 -1.6647
C 1.9675 0.1677 -0.9074
N 0.7846 0.1936 -1.4995
C 0.6753 0.0961 -2.8430
O -0.4317 0.1018 -3.3945
N 1.9894 0.2559 0.4303
H 2.6514 -0.1314 -5.5258
H 1.1008 0.7346 -5.4338
H 1.1272 -1.0210 -5.3082
H 3.8973 -0.1025 -3.6595
H 4.1373 0.0320 -1.1920
H 2.8506 0.2928 0.9422
H 1.1133 0.3876 0.9063

***

(6)
# C15H25N6O6

2 unconnected molecules or ions with the total composition C15H25N6O6 at a distorted geometry (the ωB97M-V functional and the def2-TZVPD basis, OMol25).

Results
- HOMO (eV) = -11.58
- charge = +1

Cartesian coordinates (Å):
O -4.7029 5.2455 -0.5013
O 0.3451 8.1472 -1.1516
O 2.0257 -5.9468 0.7838
O -0.3021 4.1195 -2.8103
O -0.7271 -2.4145 2.9372
O -4.1064 6.9094 0.9099
C -3.8917 6.0750 -0.1289
C -0.4276 7.2225 -1.3016
C 0.8758 -6.2437 1.0754
C -0.8210 5.1212 -2.3375
C 0.1298 -3.2036 2.5661
C -1.7066 7.1757 -0.6171
C -2.6035 6.1404 -0.8375
C 1.0047 1.2669 -1.5525
N -0.1865 1.2018 -2.0737
N 0.0036 6.1726 -2.0607
N 1.1910 -3.4053 3.3521
N 1.6791 0.2094 -1.1400
N -0.1325 -5.3691 1.1845
N 1.5362 2.4491 -1.4660
C 0.5181 -7.6930 1.3080
C -2.2525 5.0441 -1.8275
C 2.4188 -4.1549 3.1021
C 1.3110 -1.2128 -1.2756
C 0.6599 -1.7509 0.0027
C 0.6726 -3.2873 0.0155
C -0.1064 -3.8871 1.2044
H -5.0007 6.7056 1.2291
H -1.9287 7.9850 0.0725
H -0.6449 0.3139 -2.1589
H -0.5866 2.0427 -2.4661
H 0.8411 6.3094 -2.6127
H 1.1379 -2.9079 4.2278
H 2.5806 0.3905 -0.7311
H -1.0235 -5.7925 1.3956
H 1.0390 3.2225 -1.8912
H 2.4589 2.5824 -1.0961
H 0.2153 -7.8302 2.3444
H 1.3907 -8.3120 1.1011
H -0.2939 -7.9812 0.6438
H -2.3991 4.0717 -1.3502
H -2.9319 5.1023 -2.6826
H 2.2451 -5.2236 3.2363
H 2.7865 -3.9685 2.0922
H 3.1896 -3.8452 3.8098
H 0.6409 -1.3684 -2.1231
H 2.2234 -1.7824 -1.4678
H -0.3662 -1.3856 0.0637
H 1.2184 -1.3851 0.8654
H 1.7127 -3.6081 0.0497
H 0.2321 -3.6589 -0.9113
H -1.1409 -3.6076 0.9996

***

(7)
# C19H18Br2FNaO8P2S

A molecular structure, C19H18Br2FNaO8P2S at a distorted geometry (the ωB97M-V functional and the def2-TZVPD basis, OMol25).

Results
- energy relative to the best compared isomer or geometry (same formula, charge and spin) (eV) = 1.131
- HOMO (eV) = -1.21
- charge = -2

Cartesian coordinates (Å):
Na -0.3788 0.2494 0.0285
Br -1.3496 -3.1786 0.9819
C -0.3749 -2.6617 2.5596
Br 1.4597 -3.2457 2.6000
H -0.8599 -3.1434 3.3958
H -0.4022 -1.5771 2.6086
O -3.0270 0.8968 0.2680
P -2.4272 2.4319 0.1098
O -3.4223 3.3752 -0.4356
O -1.0833 2.2742 -0.5402
O -2.1340 2.7754 1.7116
P -1.5682 1.7300 2.8240
O -2.9321 1.0063 3.3425
O -0.9359 2.4397 3.9540
O -0.8534 0.6563 2.0277
H -2.3958 0.5633 0.9423
H -3.4053 1.6164 3.9222
F 3.4551 -2.9534 -4.5856
C 2.7638 -2.6013 -3.4442
C 1.6281 -3.3011 -3.1006
C 0.9533 -2.9211 -1.9340
C 1.3260 -1.8759 -1.0688
C 2.5100 -1.2406 -1.5088
C 3.2312 -1.5647 -2.6657
H 1.2921 -4.1189 -3.7318
H 0.0566 -3.5060 -1.7053
H 2.9248 -0.4126 -0.9298
H 4.1325 -1.0354 -2.9599
O -0.8792 -0.2790 -1.9741
S -1.8974 0.5808 -2.6615
C -0.9276 1.6653 -3.7062
C 0.3468 1.2474 -4.0563
C 1.1050 2.0672 -4.8790
C 0.5891 3.2783 -5.3269
C -0.6774 3.6898 -4.9355
C -1.4463 2.8825 -4.1061
C -2.5122 -0.4920 -3.9711
C -1.9153 -1.7315 -4.1269
C -2.3995 -2.5864 -5.1105
C -3.4656 -2.2063 -5.9127
C -4.0614 -0.9622 -5.7332
C -3.5879 -0.1019 -4.7550
H 0.7326 0.3118 -3.6640
H 2.1046 1.7593 -5.1609
H 1.1883 3.9160 -5.9665
H -1.0611 4.6521 -5.2525
H -2.4087 3.2098 -3.7306
H -1.0852 -2.0062 -3.4848
H -1.9364 -3.5563 -5.2468
H -3.8385 -2.8791 -6.6758
H -4.8997 -0.6661 -6.3526
H -4.0546 0.8650 -4.6027

***

(8)
# C35H33ClFeN4Si2

A molecular structure, C35H33ClFeN4Si2 at a distorted geometry (the ωB97M-V functional and the def2-TZVPD basis, OMol25).

Results
- energy relative to the best compared isomer or geometry (same formula, charge and spin) (eV) = 0.000
- HOMO (spin up / spin down) (eV) = -5.25 / -6.69
- ⟨S²⟩ = 6.020
- 2S+1 = 5

Cartesian coordinates (Å):
C -1.4887 -0.7045 5.6876
C -2.3760 -0.1111 4.7413
C -2.4526 -0.9800 3.5976
H -2.9675 0.7853 4.8929
C -1.6144 -2.1213 3.8589
C -1.0281 -1.9493 5.1533
H -0.4304 -2.6883 5.6723
H -1.2945 -0.3364 6.6918
H -3.1219 -0.8654 2.7538
H -1.5302 -3.0010 3.2314
Fe -0.3673 -0.3046 3.6513
Si 2.8482 0.0732 -4.6289
C 1.9333 1.5699 -5.2141
C 2.3935 2.3605 -6.2837
H 3.3140 2.0857 -6.8020
C 1.6635 3.4889 -6.6778
H 2.0142 4.1001 -7.5119
C 0.4855 3.8378 -6.0049
H -0.0760 4.7193 -6.3074
C 0.0274 3.0510 -4.9399
H -0.8986 3.3036 -4.4220
C 0.7543 1.9265 -4.5350
H 0.4104 1.3212 -3.6938
C 1.9977 -1.4651 -5.2066
C 0.8124 -1.4199 -5.9641
H 0.4012 -0.4598 -6.2824
C 0.1498 -2.6081 -6.2967
H -0.7872 -2.5601 -6.8534
C 0.6833 -3.8447 -5.9168
H 0.1643 -4.7652 -6.1751
C 1.8892 -3.8949 -5.2049
H 2.3131 -4.8579 -4.9169
C 2.5517 -2.7139 -4.8581
H 3.4947 -2.7450 -4.3091
H 3.0347 0.1181 -3.1586
Si -0.2424 -0.1048 1.2984
C -0.8301 -1.7012 0.5117
C -1.9013 -1.6917 -0.3895
H -2.3708 -0.7445 -0.6682
C -2.3589 -2.8956 -0.9352
H -3.1893 -2.8767 -1.6396
C -1.7567 -4.1062 -0.5753
H -2.1239 -5.0420 -0.9928
C -0.6791 -4.1141 0.3195
H -0.2009 -5.0494 0.6009
C -0.2126 -2.9127 0.8645
H 0.6303 -2.9196 1.5571
C -1.2907 1.2986 0.6392
C -2.5207 1.6504 1.2211
H -2.8512 1.1974 2.1585
C -3.3507 2.5804 0.5867
H -4.3165 2.8209 1.0326
C -2.9407 3.1869 -0.6064
H -3.5908 3.9046 -1.1012
C -1.6923 2.8712 -1.1596
H -1.3565 3.3455 -2.0781
C -0.8612 1.9356 -0.5331
H 0.1118 1.6896 -0.9589
H 4.1744 0.0938 -5.2598
Cl 1.7643 0.2021 0.9724
N 0.9418 2.9285 5.7749
C -0.0713 3.7199 5.2368
C -0.7424 2.9345 4.3436
N -0.1338 1.6825 4.2866
C 0.8794 1.7135 5.1844
C 1.6710 0.5463 5.4286
N 1.4168 -0.6100 4.7729
C 2.2799 -1.5599 5.3085
C 3.0893 -0.9607 6.2368
N 2.6823 0.3687 6.3183
H 1.6212 3.1995 6.4841
H -0.2204 4.7430 5.5282
H -1.5909 3.1848 3.7230
H 2.2768 -2.5890 4.9877
H 3.8961 -1.3570 6.8270
H 3.0579 1.0920 6.9254

***

| no. | energy (a.u.) |
| --- | --- |
| 1 | -3215.92960 |
| 2 | -609.68589 |
| 3 | -443.29139 |
| 4 | -1859.51809 |
| 5 | -977.22271 |
| 6 | -1366.44857 |
| 7 | -7828.17358 |
| 8 | -3875.44443 |